One molecule with the formula C4H7NO at a distorted geometry, computed with ωB97M-V/def2-TZVPD.

XYZ file:
```
13
Properties=species:S:1:pos:R:3:forces:R:3:nbo_charge:R:1
O -0.38342 -1.50770 1.26984 -0.43 0.05 0.03 -0.697
C 0.20333 -0.94144 0.12958 0.24 0.29 -0.10 0.080
C -0.76226 -0.26662 -0.87701 0.15 -0.04 -0.10 -0.517
C -0.31046 1.17759 -0.59722 -0.86 0.58 -0.25 0.255
N -0.13531 1.48044 0.63769 -0.12 0.42 -1.15 -0.568
C 0.95725 0.34725 0.51463 0.50 -0.25 1.14 -0.306
H -0.80885 -0.76014 1.71604 -0.05 -0.23 0.11 0.472
H 0.80383 -1.72336 -0.35109 0.01 0.32 0.25 0.194
H -1.81984 -0.36843 -0.58817 0.34 0.03 -0.13 0.239
H -0.65110 -0.58850 -1.91343 0.12 -0.08 0.07 0.216
H -0.07759 1.89343 -1.39226 -0.61 0.16 -0.45 0.164
H 1.16865 0.60852 1.53393 1.22 -1.20 0.72 0.279
H 1.85729 0.58957 -0.08142 -0.51 -0.07 -0.13 0.189
```
Positions in Å, forces in eV/Å.

Values from the calculation:
frontier orbital gap	8.90	eV
spin multiplicity	1
HOMO energy	-8.32	eV


One molecule with the formula C4H7NO, computed with ωB97M-V/def2-TZVPD.

XYZ file:
```
13
Properties=species:S:1:pos:R:3:forces:R:3:nbo_charge:R:1
C 2.12982 -0.18483 0.06875 -0.08 -0.23 0.04 -0.670
C 0.65523 0.04070 0.09374 0.10 0.42 -0.11 0.547
N 0.08642 1.15436 -0.11439 0.11 -0.26 -0.04 -0.479
C -1.34841 0.88142 -0.19453 -0.27 0.07 -0.07 -0.277
C -1.44153 -0.65783 -0.18332 -0.15 0.15 0.06 -0.095
O -0.12976 -1.06421 0.24786 0.13 -0.09 -0.10 -0.503
H 2.56407 -0.31967 1.06335 -0.17 -0.04 -0.09 0.235
H 2.60497 0.66501 -0.41637 -0.04 -0.03 0.09 0.242
H 2.30648 -1.09118 -0.51746 0.15 0.10 0.13 0.231
H -1.89398 1.36316 0.62603 0.16 -0.11 -0.05 0.196
H -1.72251 1.30582 -1.12969 -0.10 -0.07 0.13 0.203
H -1.60127 -1.05811 -1.18724 -0.01 -0.02 0.04 0.176
H -2.19167 -1.07708 0.49099 0.18 0.10 -0.03 0.194
```
Positions in Å, forces in eV/Å.

Values from the calculation:
frontier orbital gap	10.45	eV
SMILES	CC1=NCCO1
spin multiplicity	1
HOMO energy	-9.41	eV


C4H7NO as an isolated structure, computed with ωB97M-V/def2-TZVPD.

XYZ file:
```
13
Properties=species:S:1:pos:R:3:forces:R:3:nbo_charge:R:1
C -1.76972 -0.08565 0.00009 -0.04 -0.09 -0.09 -0.623
C -0.33626 -0.09510 0.47424 -0.28 0.11 -0.08 -0.150
N 0.66465 -0.84914 -0.32926 0.02 -0.47 -0.09 -0.616
C 1.74024 0.13310 -0.06428 0.18 0.22 -0.24 -0.329
C 0.53731 1.07834 0.00284 -0.02 0.40 0.23 0.605
O 0.27362 2.09412 -0.57741 0.20 -0.39 0.70 -0.509
H -2.22460 -1.07333 0.11166 0.00 0.08 -0.04 0.213
H -1.79381 0.20861 -1.05116 -0.08 -0.07 0.07 0.226
H -2.37024 0.63228 0.57302 0.21 -0.14 -0.07 0.223
H -0.26821 -0.32273 1.55781 0.13 0.30 -0.35 0.186
H 0.83478 -1.82109 -0.10688 0.04 0.08 0.25 0.374
H 2.41443 0.37874 -0.88706 0.00 -0.34 -0.01 0.209
H 2.30931 -0.04981 0.86894 -0.37 0.31 -0.27 0.191
```
Positions in Å, forces in eV/Å.

Values from the calculation:
frontier orbital gap	10.48	eV
spin multiplicity	1
HOMO energy	-9.64	eV


One molecule with the formula C4H7NO, computed with ωB97M-V/def2-TZVPD.

XYZ file:
```
13
Properties=species:S:1:pos:R:3:forces:R:3:nbo_charge:R:1
C -0.50697 1.70322 0.30797 0.02 0.02 0.01 -0.616
C -0.35609 0.33076 -0.29819 -0.18 0.09 -0.07 -0.068
C 0.97204 -0.16801 -0.76198 0.22 0.05 -0.20 -0.229
N 0.38142 -0.64121 0.47481 -0.03 -0.19 0.14 -0.448
C -0.04087 -1.95920 0.61359 0.17 -0.22 0.00 0.543
O 0.70088 -2.90382 0.71379 -0.27 0.36 -0.17 -0.543
H -1.32100 1.72378 1.04006 0.10 -0.02 -0.11 0.218
H -0.72056 2.44726 -0.46638 0.02 -0.11 0.10 0.216
H 0.41687 1.98906 0.82103 -0.13 -0.05 -0.08 0.220
H -1.22765 -0.04962 -0.83639 0.17 0.05 0.03 0.194
H 0.99125 -0.87216 -1.59239 0.03 0.11 0.15 0.206
H 1.85308 0.46277 -0.66752 -0.15 -0.08 0.01 0.207
H -1.14240 -2.06283 0.65159 0.05 0.01 0.19 0.101
```
Positions in Å, forces in eV/Å.

Values from the calculation:
frontier orbital gap	10.83	eV
SMILES	C[C@H]1CN1C=O
spin multiplicity	1
HOMO energy	-9.90	eV


One molecule with the formula C4H7NO at a distorted geometry, computed with ωB97M-V/def2-TZVPD.

XYZ file:
```
13
Properties=species:S:1:pos:R:3:forces:R:3:nbo_charge:R:1
C -1.82111 0.18002 -0.42024 0.14 0.82 1.12 -0.632
C -0.59300 -0.65602 -0.12016 -0.09 -0.67 -0.54 0.069
C 0.55164 -0.33053 -1.07541 0.56 -0.11 -0.14 -0.499
C 1.34967 0.60079 -0.22012 -0.24 -0.14 0.21 0.010
N 1.00504 0.58601 0.99802 0.18 0.10 0.19 -0.083
O -0.04569 -0.31309 1.17384 -0.26 0.01 -0.01 -0.378
H -2.30731 -0.13231 -1.33704 0.02 0.01 -0.23 0.214
H -2.52496 0.02887 0.42274 0.23 0.36 -0.52 0.225
H -1.50466 1.25810 -0.47798 -0.56 -0.91 0.03 0.212
H -0.89414 -1.73023 -0.09440 0.54 0.71 0.07 0.198
H 1.20236 -1.16941 -1.34015 -0.23 -0.14 -0.05 0.229
H 0.25588 0.17248 -1.98935 -0.30 -0.11 -0.21 0.226
H 2.17988 1.20958 -0.54508 0.00 0.07 0.07 0.210
```
Positions in Å, forces in eV/Å.

Values from the calculation:
frontier orbital gap	10.40	eV
SMILES	C[C@H]1CC=NO1
spin multiplicity	1
HOMO energy	-9.42	eV


One molecule with the formula C4H7NO, computed with ωB97M-V/def2-TZVPD.

XYZ file:
```
13
Properties=species:S:1:pos:R:3:forces:R:3:nbo_charge:R:1
O -0.95916 -1.40246 -1.93638 0.05 0.35 0.07 -0.596
C -0.57687 -0.64270 -1.07304 -0.05 -0.05 -0.14 0.682
C 0.79562 0.01547 -0.95814 0.05 -0.04 -0.06 -0.516
C 0.78050 0.70782 0.41534 0.02 0.04 0.03 -0.407
C -0.42237 0.06657 1.13030 0.08 0.06 0.15 -0.213
N -1.31100 -0.22723 0.01470 0.00 -0.23 -0.09 -0.628
H 1.56774 -0.75320 -1.05985 -0.12 0.08 0.06 0.233
H 0.92315 0.71563 -1.78919 -0.01 -0.15 0.10 0.240
H 1.71086 0.57294 0.97294 -0.16 0.01 -0.07 0.216
H 0.60750 1.78265 0.30504 0.02 -0.16 -0.01 0.211
H -0.11692 -0.86098 1.63733 -0.05 0.15 0.01 0.175
H -0.89384 0.72003 1.86775 0.06 -0.02 -0.14 0.203
H -2.20102 -0.68392 0.15326 0.11 -0.06 0.09 0.401
```
Positions in Å, forces in eV/Å.

Values from the calculation:
frontier orbital gap	10.49	eV
SMILES	O=C1CCCN1
spin multiplicity	1
HOMO energy	-9.53	eV